Here is a cluster of 8 separate species, C14H44O13 in total from the Open Molecules 2025 dataset. Energies are from ωB97M-V/def2-TZVPD.

The geometry in ORCA input format:
```
! wB97M-V def2-TZVPD RIJCOSX def2/J DEFGRID3
* xyz 0 1
O -13.63 16.46 -6.21
C -12.74 17.03 -7.07
C -11.79 18.05 -6.23
O -10.63 18.55 -6.86
H -14.22 17.15 -5.92
H -12.22 16.24 -7.61
H -13.33 17.49 -7.87
H -11.52 17.61 -5.27
H -12.48 18.85 -5.98
H -10.10 19.01 -6.20
O -20.86 24.06 -6.73
C -20.54 23.46 -5.48
C -19.08 23.55 -5.08
O -18.66 24.92 -4.82
H -20.60 24.98 -6.68
H -21.13 23.97 -4.72
H -20.78 22.39 -5.47
H -18.44 23.02 -5.79
H -18.84 22.98 -4.18
H -17.72 24.89 -5.02
O -19.20 17.11 -9.66
C -19.04 18.32 -8.83
C -19.69 19.52 -9.48
O -21.11 19.34 -9.40
H -18.53 17.06 -10.35
H -19.62 18.22 -7.91
H -18.00 18.54 -8.60
H -19.44 19.58 -10.54
H -19.34 20.41 -8.96
H -21.49 20.06 -9.92
O -11.40 10.69 -2.35
C -11.79 12.06 -2.21
C -13.27 12.30 -2.39
O -13.57 12.29 -3.77
H -11.83 10.26 -1.61
H -11.47 12.30 -1.19
H -11.23 12.67 -2.92
H -13.44 13.33 -2.07
H -13.94 11.59 -1.92
H -13.47 13.15 -4.19
O -13.03 19.29 2.72
C -14.28 18.67 2.93
C -14.32 17.27 2.42
O -13.75 16.27 3.19
H -12.39 18.72 3.17
H -14.46 18.71 4.01
H -15.09 19.27 2.51
H -13.72 17.18 1.51
H -15.31 16.97 2.09
H -14.23 16.24 4.02
C -12.82 24.04 -3.55
C -13.16 25.34 -4.17
O -14.09 25.08 -5.28
H -12.07 24.19 -2.76
H -12.31 23.41 -4.28
H -13.75 23.70 -3.09
H -12.32 25.85 -4.64
H -13.64 26.04 -3.49
H -13.57 25.14 -6.08
C -16.15 18.71 -2.54
O -16.81 18.62 -3.79
H -15.17 18.23 -2.53
H -16.11 19.78 -2.33
H -16.75 18.19 -1.79
H -17.74 18.83 -3.67
C -21.38 17.80 -2.80
O -20.87 19.08 -2.62
H -22.12 17.51 -2.06
H -21.86 17.81 -3.78
H -20.63 17.00 -2.85
H -20.73 19.12 -1.67
*
```

Values from the calculation:
Gap between HOMO and LUMO   9.85 eV
E_HOMO   -9.75 eV
SMILES   OCCO.OCCO.OCCO.OCCO.OCCO.CCO.CO.CO
E   -41842.9247 eV

---

Here is a cluster of 8 separate species, C14H44O8 in total from the Open Molecules 2025 dataset. Energies are from ωB97M-V/def2-TZVPD.

The geometry in ORCA input format:
```
! wB97M-V def2-TZVPD RIJCOSX def2/J DEFGRID3
* xyz 0 1
C 3.38 -1.77 -1.18
C 4.56 -0.93 -1.66
C 4.32 -0.40 -3.06
O 4.72 0.12 -0.72
H 3.40 -2.74 -1.68
H 2.43 -1.26 -1.31
H 3.53 -1.97 -0.12
H 5.43 -1.59 -1.66
H 3.49 0.31 -3.05
H 4.00 -1.22 -3.71
H 5.20 0.06 -3.52
H 5.52 0.62 -0.88
C -3.49 1.89 0.16
C -3.09 2.05 1.60
C -4.23 1.94 2.58
O -2.02 1.13 1.92
H -2.64 2.07 -0.49
H -4.21 2.67 -0.10
H -3.96 0.92 -0.03
H -2.67 3.06 1.71
H -3.96 2.27 3.59
H -4.57 0.90 2.71
H -5.08 2.52 2.20
H -1.19 1.61 2.00
C -0.02 3.50 -0.56
C 0.17 4.72 -1.44
O 0.31 5.88 -0.62
H -0.86 3.64 0.12
H 0.89 3.33 0.02
H -0.17 2.61 -1.17
H -0.66 4.85 -2.15
H 1.05 4.56 -2.08
H 0.57 6.62 -1.19
C -0.19 -2.11 -3.04
C -1.31 -1.11 -3.20
O -0.94 0.20 -2.77
H -0.54 -3.11 -3.30
H 0.15 -2.13 -2.00
H 0.67 -1.88 -3.68
H -2.18 -1.38 -2.61
H -1.67 -1.08 -4.24
H -0.37 0.63 -3.40
C 1.46 -1.96 2.39
C 2.26 -3.04 3.09
O 3.61 -3.01 2.64
H 1.71 -1.89 1.33
H 1.63 -0.97 2.81
H 0.41 -2.22 2.53
H 1.80 -4.01 2.90
H 2.26 -2.87 4.17
H 4.07 -3.78 2.97
C -3.17 -2.51 0.85
C -3.47 -2.03 2.26
O -2.31 -1.54 2.93
H -2.47 -1.87 0.31
H -4.10 -2.46 0.27
H -2.83 -3.54 0.83
H -3.91 -2.82 2.88
H -4.22 -1.23 2.23
H -2.31 -0.58 2.87
O -0.12 -0.17 0.21
H -0.36 0.07 -0.69
H -0.84 0.16 0.77
O 2.36 1.11 0.67
H 1.64 0.46 0.59
H 3.11 0.71 0.23
*
```

Values from the calculation:
Gap between HOMO and LUMO   10.23 eV
E_HOMO   -9.71 eV
SMILES   CC(C)O.CC(C)O.CCO.CCO.CCO.CCO.O.O
E   -31610.9334 eV

---

Largest force on an atom across the listed records, respectively: 0.0482 0.0217 hartree/bohr.